# C16H36FN6O10P2S2

3 unconnected molecules or ions with the total composition C16H36FN6O10P2S2 in a non-equilibrium geometry (the ωB97M-V functional and the def2-TZVPD basis, the OMol25 dataset).

- HOMO level: -10.47 eV
- ΔE to the lowest compared entry with this formula, charge and spin: 0.0 kJ/mol
- Strongest force on any atom: 0.124 hartree/bohr
- E: -3290.86638 Ha
- Charge: +1

XYZ file:
```
73
Properties=species:S:1:pos:R:3:forces:R:3
N 3.36587 -0.97338 0.65128 -1.7 -0.3 1.6
P 2.01404 -1.75272 0.68657 5.0 1.5 -3.7
O 2.39816 -3.32156 0.36239 -2.1 1.4 0.4
O 1.12988 -1.10403 -0.51061 -0.8 -1.5 2.4
N 1.22230 -1.64088 2.32677 -1.3 -0.9 1.4
C 0.88334 -0.18075 2.71118 -1.1 1.4 -0.5
C -0.40181 0.39004 2.06068 -0.3 1.2 0.9
C -0.25819 1.96478 2.10221 0.8 0.2 -1.0
C 0.73565 2.48009 0.97063 -0.3 -0.3 0.4
C 0.01540 3.04075 -0.28307 1.1 0.0 -1.0
C -0.83700 1.97366 -1.06274 -0.4 1.3 -0.1
C -2.36607 2.19936 -0.78824 0.4 0.2 -0.1
S -3.30198 0.65676 -1.12257 -0.2 0.0 0.8
C -4.20389 0.19334 0.34146 -1.4 -0.8 -1.0
N -5.24469 -0.62667 0.17120 1.8 1.6 0.7
N -5.74974 -0.80890 1.42348 0.2 0.3 1.8
C -5.04982 -0.11976 2.29418 -0.7 -1.1 -2.2
O -4.01948 0.54024 1.63365 -0.1 0.1 0.3
C 0.08640 -2.62310 2.58407 0.1 -1.0 0.8
P -1.12537 -3.01649 1.25393 -4.0 -1.0 -2.3
O -2.03891 -1.94170 0.84153 1.5 0.5 0.5
O -2.05142 -4.24340 1.85624 2.3 1.3 0.3
O -0.46392 -3.65302 -0.10354 0.2 0.0 2.9
S 2.42169 -2.09706 3.60841 4.7 -0.5 2.1
O 3.14722 -0.94630 4.03115 -1.6 -0.1 -0.5
O 3.20350 -3.20618 3.19205 -1.8 -0.1 -0.3
F 1.55833 -2.56067 4.88609 0.0 0.7 -2.1
H 3.56319 -0.49402 1.53032 0.6 0.2 -0.5
H 2.90047 -3.23952 -0.47796 0.0 -0.3 0.4
H 0.16703 -1.29257 -0.46894 0.1 0.0 -0.6
H 1.73500 0.47271 2.41930 -0.3 -0.9 0.3
H 0.72388 -0.17817 3.81492 0.4 -0.1 -0.8
H -0.58167 0.12918 1.00462 0.0 -0.2 0.7
H -1.27264 0.16262 2.72067 0.5 -0.3 -0.9
H 0.13668 2.31994 3.07837 -0.5 -0.4 -0.4
H -1.24108 2.43803 1.88958 0.5 -0.5 0.6
H 1.37529 1.62681 0.63004 -0.3 0.6 0.1
H 1.43309 3.22629 1.41728 -0.6 -0.4 -0.5
H -0.57018 3.97257 -0.08378 0.2 -0.9 0.1
H 0.82438 3.36610 -1.00091 -0.9 -0.3 1.0
H -0.50073 0.93042 -0.90299 -0.2 0.6 0.1
H -0.68573 2.18888 -2.14697 -0.1 -0.4 0.7
H -2.56753 2.64271 0.21030 0.0 -0.7 -0.5
H -2.70811 2.96531 -1.52421 0.0 -0.7 0.6
H -5.26087 -0.09095 3.36838 0.6 0.4 -0.7
H 0.55846 -3.58899 2.90489 -0.4 0.6 -0.5
H -0.46725 -2.26616 3.48620 0.2 -0.1 -0.9
H -2.41752 -3.90378 2.69515 -0.4 -0.5 -0.3
H 0.02955 -4.45429 0.16828 0.0 0.1 -0.7
C 4.01326 2.63682 -1.16690 0.2 0.0 -0.1
O 2.79829 2.74116 -1.21220 0.4 0.0 0.1
N 4.82911 3.36006 -0.37294 -0.1 -0.3 -0.2
C 6.26886 3.17818 -0.37669 -0.1 0.2 0.1
C 4.24877 4.35363 0.51326 -0.2 -0.1 -0.2
H 4.55574 1.91520 -1.79833 0.0 0.0 0.0
H 6.59958 2.88647 0.62241 0.1 0.0 -0.1
H 6.75141 4.11668 -0.65627 0.1 -0.1 0.0
H 6.55784 2.40483 -1.08663 -0.1 0.0 0.0
H 3.54999 3.86677 1.19511 0.0 0.1 0.1
H 3.70066 5.09026 -0.07678 0.0 0.0 0.1
H 5.02947 4.85122 1.08477 0.0 -0.1 -0.1
C -3.78232 -0.84918 -4.98094 -0.1 0.0 0.0
O -3.31064 0.13645 -4.44843 0.2 -0.1 0.1
N -3.32538 -2.11189 -4.82217 -0.2 0.1 -0.1
C -3.93713 -3.24494 -5.48890 0.2 0.0 0.2
C -2.18486 -2.33667 -3.95444 -0.1 0.3 0.0
H -4.65034 -0.78525 -5.65701 0.0 -0.1 0.0
H -4.29442 -3.95606 -4.74075 -0.1 -0.1 -0.1
H -3.19679 -3.73361 -6.12638 -0.1 -0.1 0.0
H -4.77704 -2.92331 -6.10250 0.0 0.1 0.0
H -2.42250 -1.98902 -2.94607 0.1 0.0 0.0
H -1.32950 -1.76735 -4.32515 0.1 -0.1 0.1
H -1.93530 -3.39599 -3.92704 -0.1 0.0 -0.1
```
Positions in Å, forces in eV/Å.

# C41H64N3SZr

A molecular structure, C41H64N3SZr (the ωB97M-V functional and the def2-TZVPD basis, the OMol25 dataset).

- HOMO level: -3.72 eV
- Strongest force on any atom: 0.010 hartree/bohr
- E: -2210.24641 Ha
- Charge: -1

XYZ file:
```
110
Properties=species:S:1:pos:R:3:forces:R:3
Zr -0.21181 0.03852 0.19626 -0.4 -0.3 -0.1
C 2.63437 -2.13197 0.56866 0.0 0.0 0.1
C 1.75110 -2.93451 1.32609 0.0 0.0 0.0
C 0.52488 -3.00724 0.59999 0.0 0.0 0.0
C 0.70751 -2.20733 -0.58098 -0.1 -0.2 -0.1
C 2.03599 -1.70558 -0.61568 -0.2 0.2 0.0
C 2.76679 -1.07116 -1.78726 0.0 0.0 0.0
C 4.03334 -1.88845 -2.08414 0.0 0.0 0.0
C 1.89550 -1.09108 -3.04199 0.0 0.0 0.0
C 3.19506 0.36257 -1.45238 0.0 0.0 0.0
C -0.70090 -3.92874 0.74295 0.0 0.1 0.0
C -1.61413 -3.79599 -0.48431 0.0 0.0 0.0
C -0.26112 -5.40112 0.76553 0.0 0.0 0.0
C -1.58918 -3.62358 1.95897 0.0 0.0 0.0
C 2.28658 -3.59001 2.60889 0.0 0.0 0.0
C 1.24223 -3.92892 3.67660 0.1 0.0 0.0
C 3.28346 -2.64777 3.30761 0.0 0.0 0.0
C 3.06828 -4.86463 2.24040 0.0 0.0 0.0
H 3.65310 -1.89987 0.84771 0.0 0.0 0.0
H 0.05242 -2.22537 -1.43957 0.0 0.0 0.0
H 3.77481 -2.92898 -2.28949 0.0 0.0 0.0
H 4.72270 -1.87375 -1.23803 0.0 0.0 0.0
H 4.55261 -1.47979 -2.95638 0.0 0.0 0.0
H 1.71433 -2.12175 -3.35767 0.0 0.0 0.0
H 2.39010 -0.56248 -3.86079 0.0 0.0 0.0
H 0.93073 -0.61761 -2.87865 -0.1 0.1 0.0
H 3.86095 0.37238 -0.58645 0.0 0.0 0.0
H 2.33675 0.99635 -1.21247 0.0 0.0 0.0
H 3.71619 0.82378 -2.29661 0.0 0.0 0.0
H -1.10395 -4.10770 -1.39798 0.0 0.0 0.0
H -1.97069 -2.77296 -0.60348 0.0 0.0 0.0
H -2.49071 -4.43580 -0.34945 0.0 0.0 0.0
H 0.35787 -5.62059 -0.10773 0.0 0.0 0.0
H -1.14173 -6.05042 0.73592 0.0 0.0 0.0
H 0.30922 -5.66165 1.65084 0.1 0.0 0.1
H -2.06070 -2.64872 1.83727 0.0 0.0 0.0
H -1.04287 -3.61997 2.89711 -0.1 0.0 -0.1
H -2.38400 -4.37345 2.03394 0.0 0.0 0.0
H 0.68328 -3.03914 3.97420 0.0 0.0 0.0
H 1.75299 -4.31407 4.56395 0.0 0.0 0.0
H 0.53136 -4.68502 3.36022 0.0 0.0 0.0
H 2.80855 -1.70136 3.56886 0.0 0.0 0.0
H 4.15439 -2.42999 2.69062 0.0 0.0 0.0
H 3.64279 -3.11617 4.22805 0.0 0.0 0.0
H 2.43280 -5.60240 1.75502 -0.1 0.0 0.0
H 3.50600 -5.32072 3.13475 0.0 0.0 0.0
H 3.87515 -4.61802 1.54775 0.0 0.0 0.0
C -1.15536 0.64987 -1.50793 0.3 0.2 0.0
C -0.76706 1.26101 -2.78065 -0.1 0.0 -0.1
C -1.41332 1.00256 -4.00820 0.0 0.0 -0.1
C -0.96854 1.54905 -5.20006 0.0 0.0 0.0
C 0.14512 2.38235 -5.23772 0.0 0.0 0.0
C 0.79174 2.66768 -4.04387 0.0 0.0 0.0
C 0.33768 2.13109 -2.84924 0.0 0.0 0.1
H -2.27818 0.35341 -4.01032 0.0 0.0 0.0
H -1.49642 1.31398 -6.11804 0.0 0.0 0.0
H 0.49182 2.80450 -6.17269 0.0 0.0 0.0
H 1.65319 3.32640 -4.03423 0.0 0.0 0.0
H 0.84468 2.40740 -1.93249 0.0 0.0 0.1
C -1.50562 5.19339 -1.36012 0.0 0.0 0.0
C -0.70598 4.82856 -0.13613 0.0 0.0 0.0
C -0.18136 5.82663 0.68134 0.0 0.0 0.0
C 0.53339 5.45992 1.80740 0.0 0.0 0.0
C 1.13517 6.51577 2.70146 0.0 0.0 0.0
C 0.73944 4.11634 2.10871 0.1 0.1 0.0
C 0.24952 3.06965 1.30201 0.0 0.0 0.1
C -0.50098 3.49931 0.18552 -0.1 0.0 0.0
N 0.42043 1.69350 1.49747 -0.1 0.0 0.1
C 1.13603 1.11582 2.67913 0.3 0.2 -0.1
C 0.41939 -0.18937 3.08019 0.0 0.0 0.0
C 2.58812 0.85153 2.26337 0.1 0.0 0.1
C 1.21334 1.91221 3.99570 -0.2 -0.1 0.1
H -1.18438 6.15734 -1.75916 0.0 0.0 0.0
H -2.57129 5.27332 -1.12679 0.0 0.0 0.0
H -1.39146 4.44261 -2.14158 0.0 0.0 0.0
H -0.33271 6.87379 0.43913 0.0 0.0 0.0
H 0.47443 7.37956 2.79132 0.0 0.0 0.0
H 2.08777 6.87259 2.30114 0.0 0.0 0.0
H 1.32360 6.12643 3.70290 0.0 0.0 0.0
H 1.30396 3.93088 2.99955 0.0 0.0 -0.1
H -0.93772 2.74093 -0.45047 0.0 -0.1 -0.1
H 0.42080 -0.99768 2.33608 0.1 0.1 -0.1
H -0.61442 0.02329 3.35857 0.0 0.0 0.0
H 0.92626 -0.64375 3.93399 0.0 0.0 0.0
H 2.64814 0.14525 1.43718 0.0 0.0 0.0
H 3.17841 0.44426 3.09014 0.0 0.0 0.0
H 3.03917 1.79456 1.94492 0.0 0.0 0.0
H 0.24329 2.30293 4.30714 0.0 0.1 0.0
H 1.94216 2.71537 3.95704 0.0 -0.1 0.1
H 1.55916 1.21906 4.76566 0.0 0.0 0.0
C -4.73975 -2.36104 -1.15725 0.0 0.0 0.0
C -4.62332 -0.95251 -1.72816 0.0 0.0 0.0
N -3.26254 -0.52134 -2.01759 0.0 0.0 0.0
C -2.60405 0.40965 -1.15513 0.2 -0.1 0.2
S -2.55298 -0.26030 0.71365 0.1 0.0 0.0
N -3.46528 1.58018 -1.00615 -0.1 0.0 0.0
C -3.74424 2.34078 -2.21656 0.0 0.1 0.0
C -4.85139 3.34554 -1.93855 0.0 0.0 0.0
H -5.79049 -2.62008 -1.00305 0.0 0.0 0.0
H -4.21827 -2.43835 -0.20464 0.0 0.0 0.0
H -4.31240 -3.09795 -1.84324 0.0 0.0 0.0
H -5.04665 -0.22420 -1.03638 0.0 0.0 0.0
H -5.21415 -0.89507 -2.65083 0.0 0.0 0.0
H -2.63643 -1.26879 -2.27898 0.0 0.0 0.1
H -3.07184 2.17183 -0.28449 0.0 0.0 0.0
H -4.06254 1.63773 -2.98833 0.0 0.0 0.0
H -2.86254 2.85864 -2.61241 0.0 0.0 0.0
H -5.76426 2.83089 -1.63472 0.0 0.0 0.0
H -5.06254 3.95075 -2.82301 0.0 0.0 0.0
H -4.56808 4.02258 -1.12824 0.0 0.0 0.0
```
Positions in Å, forces in eV/Å.

- Which formula does entry 2 have?
  C41H64N3SZr

- Which of these has the lowest E?
  C16H36FN6O10P2S2